# 1
{"formula": "C19H41N3O38S8", "method": "the ωB97M-V functional and the def2-TZVPD basis", "species": ["C", "N", "O", "O", "H", "H", "H", "C", "N", "O", "O", "H", "H", "H", "C", "N", "O", "O", "H", "H", "H", "C", "C", "O", "S", "O", "O", "O", "H", "H", "H", "H", "C", "C", "O", "S", "O", "O", "O", "H", "H", "H", "H", "C", "C", "O", "S", "O", "O", "O", "H", "H", "H", "H", "C", "C", "O", "S", "O", "O", "O", "H", "H", "H", "H", "C", "C", "O", "S", "O", "O", "O", "H", "H", "H", "H", "C", "C", "O", "S", "O", "O", "O", "H", "H", "H", "H", "C", "C", "O", "S", "O", "O", "O", "H", "H", "H", "H", "C", "C", "O", "S", "O", "O", "O", "H", "H", "H", "H"], "xyz": [[-4.09081, -0.58553, 0.39795], [-4.28519, -0.55860, -1.09031], [-4.65383, -1.57968, -1.63665], [-3.98221, 0.46694, -1.66297], [-3.34643, 0.18492, 0.55526], [-3.82769, -1.59077, 0.67769], [-5.01829, -0.21680, 0.83182], [2.76415, 0.60582, 4.23361], [2.29152, 1.85923, 4.90353], [2.12158, 2.85301, 4.24329], [2.06814, 1.76948, 6.07744], [3.68632, 0.34356, 4.73577], [2.92139, 0.83214, 3.18520], [1.96180, -0.11732, 4.29653], [5.04269, -1.77151, 0.74696], [3.85841, -2.62344, 0.44681], [4.03551, -3.66935, -0.15636], [2.77851, -2.17584, 0.80390], [5.96405, -2.33221, 0.62744], [4.94331, -1.36093, 1.73925], [5.04932, -1.05325, -0.07687], [3.30165, -2.94831, -3.21032], [4.80755, -2.77825, -3.41799], [5.04812, -1.37225, -3.20069], [3.78032, -0.49242, -3.63890], [3.95134, 0.12290, -4.89228], [3.40035, 0.28725, -2.52152], [2.81703, -1.71317, -3.80508], [2.89921, -2.89627, -2.20306], [2.86836, -3.72889, -3.82453], [5.09992, -3.09210, -4.42030], [5.37790, -3.30938, -2.65805], [-3.65775, 4.12845, -3.24037], [-3.47807, 5.60411, -2.82720], [-3.57490, 5.56877, -1.38875], [-3.34548, 4.11133, -0.83077], [-4.14737, 3.86680, 0.28917], [-1.96526, 3.88229, -0.81558], [-4.06188, 3.43196, -2.10151], [-2.71422, 3.76813, -3.64800], [-4.41642, 4.06781, -4.01460], [-4.26376, 6.28452, -3.13713], [-2.48736, 5.99916, -3.04087], [-2.86975, -4.70889, -1.43517], [-1.91970, -5.90445, -1.23642], [-0.60603, -5.32962, -1.20384], [-0.61766, -3.90277, -1.87691], [-0.65646, -4.10166, -3.28131], [0.36756, -3.08496, -1.30174], [-2.07497, -3.52879, -1.32088], [-3.65591, -4.71211, -0.68307], [-3.35204, -4.67297, -2.41009], [-1.93019, -6.58696, -2.08919], [-2.02579, -6.49772, -0.33465], [-1.98810, -0.30069, -5.68360], [-1.46344, -1.33437, -4.66526], [-0.34896, -0.69008, -4.04840], [0.39136, 0.13727, -5.18589], [1.03786, -0.73146, -6.09425], [1.08911, 1.19401, -4.57669], [-0.96791, 0.68015, -5.83053], [-2.89614, 0.17876, -5.32837], [-2.16612, -0.74607, -6.65930], [-1.02901, -2.17476, -5.21303], [-2.20539, -1.66153, -3.96007], [-2.30669, 3.00004, 5.61589], [-3.09377, 2.38766, 4.48356], [-3.88848, 3.50197, 4.04133], [-4.46867, 4.21227, 5.32938], [-5.60514, 3.50277, 5.79478], [-4.60897, 5.58925, 5.10549], [-3.20756, 3.91618, 6.25561], [-1.44007, 3.55969, 5.26698], [-1.96588, 2.27368, 6.34953], [-3.79955, 1.60662, 4.77182], [-2.46163, 2.03629, 3.67982], [1.11107, 0.40761, -0.08221], [-0.07600, 1.33445, -0.39280], [-0.53847, 1.74081, 0.90213], [-0.28609, 0.61748, 1.95036], [-1.22285, -0.43321, 1.81542], [-0.13094, 1.13707, 3.25258], [1.11535, 0.20853, 1.35267], [2.04805, 0.80144, -0.43202], [0.95892, -0.56895, -0.54017], [-0.84251, 0.83438, -0.98007], [0.15794, 2.22245, -0.97163], [3.35590, 4.95483, 1.88810], [2.38710, 4.14673, 1.00720], [2.88850, 2.79924, 1.06290], [4.46824, 2.81062, 1.10516], [5.05443, 2.93685, -0.17842], [4.87417, 1.76912, 1.95119], [4.60005, 4.25354, 1.80096], [2.96854, 5.07169, 2.89641], [3.54665, 5.89748, 1.38030], [2.44399, 4.50632, -0.02779], [1.33716, 4.11365, 1.28140], [-0.94778, -3.82703, 2.41213], [0.41211, -3.16709, 2.56359], [1.38627, -4.20176, 2.39768], [0.72493, -5.61230, 2.15671], [0.54524, -6.29137, 3.37060], [1.35827, -6.24125, 1.07898], [-0.69392, -5.02759, 1.67340], [-1.67326, -3.23025, 1.87130], [-1.32928, -4.04254, 3.41413], [0.55431, -2.72516, 3.55162], [0.65647, -2.37491, 1.86171]], "total_charge": 0, "total_energy_ha": -6957.00658, "spin_multiplicity": 1, "e_lumo_ha": -0.00415}



# 2
{"formula": "C19H41O2", "method": "the ωB97M-V functional and the def2-TZVPD basis", "species": ["C", "C", "C", "C", "C", "O", "C", "C", "O", "H", "H", "H", "H", "H", "H", "H", "H", "H", "H", "H", "H", "H", "C", "C", "C", "C", "C", "C", "H", "H", "H", "H", "H", "H", "H", "H", "H", "H", "H", "H", "H", "H", "C", "C", "C", "C", "C", "C", "H", "H", "H", "H", "H", "H", "H", "H", "H", "H", "H", "H", "H", "H"], "xyz": [[1.62913, 1.15158, 3.46338], [0.44759, 1.58393, 4.35687], [0.76884, 1.38260, 5.83821], [-0.05933, 3.00868, 4.02838], [0.95857, 4.05520, 3.60429], [0.21166, 5.34806, 3.51995], [2.02886, 4.34115, 4.65064], [1.57329, 4.92814, 5.96625], [0.70229, 4.50665, 6.69014], [1.34121, 0.35012, 2.77534], [1.97395, 2.00527, 2.87264], [2.46811, 0.77110, 4.05572], [-0.39222, 0.90970, 4.14703], [1.57614, 2.03290, 6.17679], [1.06309, 0.34410, 6.02549], [-0.10199, 1.61272, 6.45537], [-0.76336, 2.90531, 3.18606], [-0.67618, 3.34902, 4.89207], [-0.70326, 5.12414, 3.31946], [2.76062, 5.05144, 4.24269], [2.58360, 3.42025, 4.87421], [2.06602, 5.89598, 6.25251], [3.14455, -0.57052, -2.86791], [2.25375, 0.36691, -2.05957], [2.45186, 0.25207, -0.54882], [2.16096, -1.13363, 0.03172], [0.75910, -1.66270, -0.26806], [-0.35543, -0.77531, 0.27729], [2.93417, -1.61793, -2.64285], [3.00096, -0.42972, -3.94085], [4.19913, -0.39064, -2.64476], [1.20547, 0.17722, -2.31211], [2.45021, 1.40006, -2.35732], [1.82817, 0.99623, -0.04860], [3.48340, 0.52194, -0.30177], [2.29515, -1.07949, 1.11619], [2.90055, -1.85440, -0.33062], [0.66279, -2.66642, 0.15648], [0.63433, -1.78200, -1.34976], [-0.27592, -0.66251, 1.35997], [-1.33516, -1.20412, 0.05567], [-0.32614, 0.22419, -0.15883], [-3.70921, -4.54223, -5.23448], [-3.19614, -3.14375, -5.55961], [-1.86947, -2.80713, -4.88006], [-1.90461, -2.84286, -3.35073], [-2.95302, -1.93296, -2.71212], [-2.75401, -0.45696, -3.03474], [-3.90921, -4.65843, -4.16821], [-4.63628, -4.75823, -5.76766], [-2.97550, -5.30087, -5.51768], [-3.95267, -2.40481, -5.28034], [-3.06838, -3.04864, -6.64144], [-1.54079, -1.81946, -5.21415], [-1.10542, -3.51106, -5.22644], [-0.91692, -2.55722, -2.97557], [-2.06775, -3.86935, -3.01047], [-2.91181, -2.06823, -1.62842], [-3.95707, -2.24488, -3.01596], [-1.76442, -0.12286, -2.71363], [-3.49253, 0.16098, -2.52284], [-2.84329, -0.25824, -4.10442]], "total_charge": -1, "total_energy_ha": -898.94444, "spin_multiplicity": 1, "e_lumo_ha": 0.08785}



# 3
{"formula": "C19H42BINO4P", "method": "the ωB97M-V functional and the def2-TZVPD basis", "species": ["C", "C", "C", "C", "C", "C", "C", "C", "C", "C", "C", "C", "C", "P", "C", "N", "C", "O", "O", "C", "C", "O", "I", "B", "O", "C", "C", "H", "H", "H", "H", "H", "H", "H", "H", "H", "H", "H", "H", "H", "H", "H", "H", "H", "H", "H", "H", "H", "H", "H", "H", "H", "H", "H", "H", "H", "H", "H", "H", "H", "H", "H", "H", "H", "H", "H", "H", "H", "H"], "xyz": [[2.99958, 0.03964, 3.25909], [4.19436, 0.79502, 2.64997], [4.01497, 2.30460, 2.62636], [2.78644, 2.78438, 1.86085], [3.02691, 2.98273, 0.35602], [2.94871, 1.66543, -0.42851], [2.52217, 1.85260, -1.88425], [2.85894, 0.64718, -2.76949], [1.80973, -0.46492, -2.69407], [2.10775, -1.51405, -1.62303], [0.86002, -2.34574, -1.27325], [0.29058, -2.00085, 0.10335], [-0.71913, -0.84826, 0.08808], [-2.45736, -1.31816, -0.32674], [-2.76684, -1.86708, 1.49683], [-3.20372, -0.63609, 2.16792], [-2.27942, -0.79119, -2.18423], [-1.87085, 0.55397, -2.29231], [-2.66587, 1.16403, -3.32694], [-3.07017, -2.98848, -0.97807], [-2.14346, -4.17340, -0.80271], [-1.37035, -4.54235, -1.68836], [-2.20432, -5.37292, 1.00109], [-3.82052, 0.04734, 0.09117], [-5.14040, -0.40760, 0.17928], [-3.51783, 1.57129, 0.26319], [-4.55458, 2.31733, 1.10856], [3.34308, -0.71160, 3.95874], [2.33302, 0.70479, 3.79433], [2.43609, -0.45989, 2.47873], [4.38139, 0.39887, 1.65941], [5.07635, 0.55586, 3.23519], [4.00037, 2.66805, 3.64996], [4.89346, 2.73977, 2.15554], [2.47753, 3.74597, 2.26261], [1.95001, 2.11030, 2.00936], [2.28807, 3.67143, -0.03478], [4.02432, 3.39418, 0.24746], [3.91929, 1.18370, -0.42499], [2.21811, 1.03466, 0.06957], [3.04094, 2.72332, -2.27882], [1.45614, 2.04824, -1.93920], [3.82280, 0.24745, -2.46253], [2.96635, 0.97261, -3.79807], [0.82825, -0.02023, -2.54597], [1.76858, -0.95330, -3.66323], [2.85434, -2.17349, -2.05100], [2.51611, -1.03697, -0.74118], [1.09394, -3.40226, -1.32222], [0.13745, -2.15488, -2.05869], [-0.07510, -2.88367, 0.61734], [1.12943, -1.65447, 0.70047], [-0.74997, -0.42991, 1.08939], [-0.33025, -0.06362, -0.55500], [-3.56626, -2.59231, 1.57961], [-1.91146, -2.33960, 1.97402], [-2.44597, -0.14307, 2.61313], [-3.93224, -0.80753, 2.84049], [-3.26678, -0.88419, -2.63837], [-1.62714, -1.44188, -2.77309], [-2.47154, 2.09520, -3.18381], [-3.27023, -2.96745, -2.04005], [-4.01297, -3.21027, -0.48845], [-5.42884, -0.69496, -0.69260], [-3.54223, 1.99662, -0.74453], [-2.50762, 1.75809, 0.60906], [-4.13522, 3.25927, 1.44181], [-5.43622, 2.54836, 0.52388], [-4.88071, 1.71431, 1.94671]], "total_charge": 0, "total_energy_ha": -1768.62151, "spin_multiplicity": 1, "e_lumo_ha": 0.00975, "smiles": "CCCCCCCCCCCCCP(CN)(COO)(CC(=O)I)B(O)CC"}



Which formula does entry 3 have? C19H42BINO4P